Entry P
# C2H3NO3

The molecule C2H3NO3 (ωB97M-V with the def2-TZVPD basis set, the Open Molecules 2025 dataset).

```
! RIJCOSX wB97M-V def2-TZVPD def2/J DEFGRID3
* xyz 0 1
O -0.555 1.163 2.036
O 0.650 -0.279 0.563
O -0.003 -1.216 -2.000
N -0.410 0.104 -1.657
C -0.011 0.514 -0.472
C 0.158 0.116 1.827
H -0.398 1.406 0.029
H 0.537 -0.511 2.591
H 0.033 -1.297 -2.918
*
```

Calculated values
SMILES = O=CO/C=N\O
Highest occupied orbital energy = -10.380 eV
Frontier orbital gap = 10.8 eV

Atomic partial charges in e from the Löwdin method, atoms 1 to 4: -0.002 -0.007 -0.038 0.036



Entry Q
# C2H3NO3

C2H3NO3 as an isolated structure (ωB97M-V with the def2-TZVPD basis set, the Open Molecules 2025 dataset).

```
! RIJCOSX wB97M-V def2-TZVPD def2/J DEFGRID3
* xyz 0 1
O 2.105 0.940 0.619
O -2.126 0.611 -0.829
O -1.731 -0.531 0.976
N -1.488 -0.006 -0.052
C 0.363 -0.127 -0.572
C 1.189 0.164 0.605
H 0.904 -0.420 1.502
H 0.347 -1.179 -0.836
H 0.436 0.548 -1.412
*
```

Calculated values
Highest occupied orbital energy = -10.402 eV
Frontier orbital gap = 9.9 eV

Atomic partial charges in e from the Löwdin method, atoms 1 to 4: 0.075 0.094 0.089 -0.349



The least stable of them is entry Q.



Entry P
# C5H11NO

The molecule C5H11NO (ωB97M-V with the def2-TZVPD basis set, the Open Molecules 2025 dataset).

```
! RIJCOSX wB97M-V def2-TZVPD def2/J DEFGRID3
* xyz 0 1
O 1.933 -1.213 -1.055
N -0.044 -0.108 0.711
C -1.954 -0.993 -0.538
C -1.498 -0.114 0.617
C 0.637 0.735 -0.246
C 0.581 1.106 1.190
C 1.936 0.167 -0.790
H -3.046 -1.077 -0.552
H 2.170 0.685 -1.739
H -1.633 -0.577 -1.500
H 2.101 -1.502 -0.149
H 1.483 0.960 1.786
H -1.898 0.910 0.490
H 0.021 1.341 -0.915
H -0.051 1.943 1.483
H -1.886 -0.498 1.567
H -1.523 -1.994 -0.448
H 2.669 0.229 0.088
*
```

Calculated values
SMILES = CCN1C[C@H]1CO
Highest occupied orbital energy = -9.336 eV
Frontier orbital gap = 10.5 eV

Atomic partial charges in e from the Löwdin method, atoms 1 to 4: -0.068 -0.087 -0.089 -0.270



Entry Q
# C5H11NO

The molecule C5H11NO (ωB97M-V with the def2-TZVPD basis set, the Open Molecules 2025 dataset).

```
! RIJCOSX wB97M-V def2-TZVPD def2/J DEFGRID3
* xyz 0 1
O -2.808 -1.210 -1.115
N -1.063 -0.490 0.139
C 0.622 -0.871 1.813
C 0.364 -0.394 0.386
C 0.701 1.535 -1.253
C -1.490 -1.114 -0.868
C 0.799 1.063 0.195
H 0.942 -1.024 -0.318
H 0.025 -0.273 2.510
H -3.224 -0.727 -0.380
H 1.680 -0.775 2.082
H 1.344 0.931 -1.905
H 0.323 -1.917 1.931
H -0.325 1.455 -1.627
H 0.167 1.687 0.839
H 1.831 1.173 0.552
H 1.010 2.581 -1.350
H -0.897 -1.628 -1.632
*
```

Calculated values
SMILES = CC[C@@H](C)/N=C/O
Highest occupied orbital energy = -9.871 eV
Frontier orbital gap = 11.0 eV

Atomic partial charges in e from the Löwdin method, atoms 1 to 4: 0.034 0.071 -0.072 -0.451



The least stable of them is entry P.



Entry P
# C5H11NO

The molecule C5H11NO (ωB97M-V with the def2-TZVPD basis set, the Open Molecules 2025 dataset).

```
! RIJCOSX wB97M-V def2-TZVPD def2/J DEFGRID3
* xyz 0 1
O 0.363 2.276 -0.697
N 0.852 0.146 -0.184
C -1.515 1.266 0.260
C 1.121 1.472 -0.188
C -0.530 -0.085 -0.556
C 1.724 -0.790 0.503
C -0.863 -1.620 -0.426
H 1.296 -1.155 1.444
H -0.745 -2.025 0.586
H 2.657 -0.267 0.736
H 2.015 1.781 0.364
H -1.530 0.967 1.301
H -1.381 2.386 0.340
H -0.234 -2.283 -1.065
H -1.887 -1.826 -0.744
H -0.661 0.189 -1.604
H 1.978 -1.657 -0.119
H -2.460 1.194 -0.260
*
```

Calculated values
SMILES = CC(C)N(C)C=O
Highest occupied orbital energy = -9.010 eV
Frontier orbital gap = 9.9 eV

Atomic partial charges in e from the Löwdin method, atoms 1 to 4: -0.029 -0.142 -0.008 -0.345



Entry Q
# C5H11NO

A 2-piece molecular cluster, C5H11NO overall (ωB97M-V with the def2-TZVPD basis set, the Open Molecules 2025 dataset).

```
! RIJCOSX wB97M-V def2-TZVPD def2/J DEFGRID3
* xyz 0 1
O 0.485 1.026 0.839
N -0.815 1.292 -1.048
C -0.582 0.933 0.185
C -1.685 0.397 0.969
C 0.945 -1.938 0.191
C 1.204 -1.602 1.492
C 0.476 1.286 -1.912
H 1.160 -0.493 1.600
H 0.680 -1.053 -0.378
H 0.946 -2.992 0.023
H 1.261 1.818 -1.305
H -2.184 1.291 1.544
H -1.468 0.568 -1.361
H 1.639 -2.300 2.372
H -2.450 -0.166 0.325
H -0.929 -0.311 1.592
H 1.092 0.370 -2.145
H 0.224 1.874 -2.982
*
```

Calculated values
SMILES = CNC(C)=O.C=C
Highest occupied orbital energy = -9.687 eV
Frontier orbital gap = 10.5 eV

Atomic partial charges in e from the Löwdin method, atoms 1 to 4: -0.046 0.042 -0.687 -0.018



Entry R
# C5H11NO

The molecule C5H11NO (ωB97M-V with the def2-TZVPD basis set, the Open Molecules 2025 dataset).

```
! RIJCOSX wB97M-V def2-TZVPD def2/J DEFGRID3
* xyz 0 1
O -2.173 1.711 0.292
N 0.151 0.196 0.533
C 1.044 -0.542 -0.346
C -1.148 -0.402 0.822
C 1.861 0.233 -1.348
C 1.306 -0.465 1.112
C -2.208 0.332 0.012
H 1.128 -1.358 1.712
H -1.170 -1.486 0.611
H 2.085 0.195 1.490
H 2.768 -0.322 -1.615
H 0.664 -1.503 -0.702
H 2.158 1.200 -0.929
H 1.291 0.418 -2.265
H -1.354 -0.257 1.889
H -2.050 0.137 -1.063
H -1.230 1.938 0.306
H -3.207 -0.033 0.274
*
```

Calculated values
SMILES = C[C@H]1CN1CCO
Highest occupied orbital energy = -9.502 eV
Frontier orbital gap = 10.6 eV

Atomic partial charges in e from the Löwdin method, atoms 1 to 4: -0.072 -0.099 -0.338 -0.198



Entry S
# C5H11NO

A 3-piece molecular cluster, C5H11NO overall (ωB97M-V with the def2-TZVPD basis set, the Open Molecules 2025 dataset).

```
! RIJCOSX wB97M-V def2-TZVPD def2/J DEFGRID3
* xyz 0 1
O -1.351 0.142 1.449
N -0.872 1.849 -0.040
C 0.532 -1.692 0.287
C -0.288 -0.942 -0.894
C -1.372 1.347 1.077
C 1.249 -1.044 -0.938
C 1.874 0.319 -0.920
H 0.177 -2.716 0.253
H 2.968 0.324 -0.907
H 0.214 -1.114 1.162
H -1.881 1.985 1.824
H 1.562 0.824 0.002
H -1.438 2.685 -0.185
H 1.411 0.949 -1.707
H 2.280 -1.771 0.627
H 1.555 -1.771 -1.692
H -0.679 -1.402 -1.800
H -0.883 -0.180 -0.404
*
```

Calculated values
Highest occupied orbital energy = -7.512 eV
Frontier orbital gap = 4.5 eV

Atomic partial charges in e from the Löwdin method, atoms 1 to 4: -0.174 -0.001 -0.049 -0.020



The least stable of them is entry S.



Entry P
# C6H16

A 2-piece molecular cluster, C6H16 overall (ωB97M-V with the def2-TZVPD basis set, the Open Molecules 2025 dataset).

```
! RIJCOSX wB97M-V def2-TZVPD def2/J DEFGRID3
* xyz 0 1
C 0.163 -2.748 -0.971
C 0.906 -1.855 -2.092
C -0.961 1.388 1.286
C -0.123 2.703 1.064
C 0.519 -0.257 -2.027
C -0.537 0.834 2.624
H -0.663 -0.318 -1.775
H 1.848 -2.240 -2.023
H -0.626 0.623 0.589
H -0.356 2.875 0.036
H -0.916 1.532 3.383
H -0.906 -2.977 -0.923
H 0.653 -2.304 -0.122
H 0.635 -2.322 -3.047
H 1.059 0.311 -1.231
H 0.844 0.097 -2.937
H -0.333 3.528 1.896
H -1.114 -0.134 2.638
H 0.548 -3.760 -0.999
H -1.991 1.631 1.137
H 0.549 0.582 2.919
H 0.967 2.480 1.151
*
```

Calculated values
SMILES = CCC.CCC
Highest occupied orbital energy = -10.567 eV
Frontier orbital gap = 11.6 eV

Atomic partial charges in e from the Löwdin method, atoms 1 to 4: -0.123 -0.255 -0.331 -0.131



Entry Q
# C6H16

A 2-piece molecular cluster, C6H16 overall (ωB97M-V with the def2-TZVPD basis set, the Open Molecules 2025 dataset).

```
! RIJCOSX wB97M-V def2-TZVPD def2/J DEFGRID3
* xyz 0 1
C -0.514 1.853 1.103
C 2.355 -1.191 -0.746
C 1.733 -2.407 -0.024
C -1.037 0.666 0.336
C -0.636 0.793 -1.117
C -2.612 0.652 0.503
H 2.621 -0.430 0.106
H 2.517 -2.996 0.541
H 0.628 1.692 1.081
H 0.882 -2.087 0.605
H -1.069 -0.030 -1.678
H -0.697 -0.256 0.833
H 0.417 0.728 -1.132
H 1.394 -3.124 -0.805
H -2.972 -0.253 0.088
H -1.037 1.571 2.118
H -2.751 1.711 -0.052
H 1.745 -0.799 -1.412
H -2.899 0.692 1.625
H -0.585 2.919 0.662
H -0.870 1.712 -1.525
H 3.385 -1.417 -1.109
*
```

Calculated values
SMILES = CC(C)C.CC
Highest occupied orbital energy = -10.535 eV
Frontier orbital gap = 11.6 eV

Atomic partial charges in e from the Löwdin method, atoms 1 to 4: -0.124 -0.168 -0.168 -0.550



The least stable of them is entry P.



Entry P
# C6H16

A 2-piece molecular cluster, C6H16 overall (ωB97M-V with the def2-TZVPD basis set, the Open Molecules 2025 dataset).

```
! RIJCOSX wB97M-V def2-TZVPD def2/J DEFGRID3
* xyz 0 1
C -0.068 -0.061 3.142
C 0.572 -0.331 -1.985
C -0.261 -1.901 1.411
C 0.273 -0.507 1.712
C -0.528 0.721 -1.916
C -0.019 2.104 -2.379
H 1.359 -0.535 1.587
H -0.888 0.832 -0.897
H -0.530 2.378 -3.309
H 1.390 -0.192 -1.277
H 0.188 -2.415 0.555
H -0.194 -0.860 3.863
H -1.337 -1.874 1.179
H -1.018 0.477 3.134
H 0.996 -0.315 -2.997
H -0.160 -2.566 2.279
H 0.263 -1.376 -1.883
H -0.240 2.873 -1.637
H 1.051 2.094 -2.594
H 0.640 0.682 3.497
H -1.388 0.452 -2.542
H -0.085 0.259 1.023
*
```

Calculated values
SMILES = CCC.CCC
Highest occupied orbital energy = -11.177 eV
Frontier orbital gap = 12.3 eV

Atomic partial charges in e from the Löwdin method, atoms 1 to 4: -0.120 -0.137 -0.129 -0.316



Entry Q
# C6H16

A 2-piece molecular cluster, C6H16 overall (ωB97M-V with the def2-TZVPD basis set, the Open Molecules 2025 dataset).

```
! RIJCOSX wB97M-V def2-TZVPD def2/J DEFGRID3
* xyz 0 1
C -0.772 1.617 2.114
C -1.386 0.719 1.036
C -2.826 0.338 1.378
C 2.458 0.145 -1.340
C 1.232 -1.981 -2.089
C 1.295 -0.835 -1.094
H -0.788 -0.176 0.897
H -1.416 1.285 0.106
H 0.361 -0.289 -1.021
H 1.992 -2.734 -1.880
H 2.054 0.992 -1.898
H -3.308 -0.147 0.525
H -3.442 1.214 1.555
H -0.970 1.201 3.100
H -2.859 -0.417 2.164
H 1.431 -1.692 -3.120
H 1.383 -1.272 -0.090
H -1.146 2.632 2.037
H 0.320 1.625 2.034
H 3.240 -0.302 -1.946
H 2.892 0.536 -0.423
H 0.255 -2.459 -2.045
*
```

Calculated values
SMILES = CCC.CCC
Highest occupied orbital energy = -11.170 eV
Frontier orbital gap = 12.2 eV

Atomic partial charges in e from the Löwdin method, atoms 1 to 4: -0.120 -0.329 -0.128 -0.111



Entry R
# C6H16

A 2-piece molecular cluster, C6H16 overall (ωB97M-V with the def2-TZVPD basis set, the Open Molecules 2025 dataset).

```
! RIJCOSX wB97M-V def2-TZVPD def2/J DEFGRID3
* xyz 0 1
C -0.859 0.034 2.253
C 0.547 0.283 -1.250
C -2.347 -0.545 2.660
C 1.333 -0.593 -0.195
C 1.208 1.627 -1.529
C 0.363 -0.591 -2.425
H 1.870 -1.334 -0.758
H -2.867 -0.957 1.821
H 1.261 2.335 -0.647
H -0.139 -0.880 1.981
H -2.227 -1.241 3.407
H -0.160 -1.547 -2.262
H 2.195 1.431 -1.965
H 2.101 -0.275 0.515
H -0.923 0.621 1.364
H 0.690 2.235 -2.338
H -0.301 -0.030 -3.252
H -0.432 0.503 -0.761
H -0.253 0.648 3.109
H 1.393 -0.853 -2.847
H -2.983 0.230 2.904
H 0.529 -1.100 0.214
*
```

Calculated values
SMILES = CC(C)C.CC
Highest occupied orbital energy = -10.856 eV
Frontier orbital gap = 11.9 eV

Atomic partial charges in e from the Löwdin method, atoms 1 to 4: -0.135 -0.516 -0.115 -0.086



Entry S
# C6H16

A 2-piece molecular cluster, C6H16 overall (ωB97M-V with the def2-TZVPD basis set, the Open Molecules 2025 dataset).

```
! RIJCOSX wB97M-V def2-TZVPD def2/J DEFGRID3
* xyz 0 1
C 2.252 1.120 0.816
C -2.700 -0.741 -0.706
C -1.578 -1.032 0.306
C -1.753 -0.104 1.530
C 1.413 0.422 -1.534
C 2.449 0.212 -0.421
H -3.150 0.236 -0.583
H 1.769 0.559 1.616
H -1.754 0.955 1.205
H 1.625 1.937 0.480
H -1.603 -2.063 0.683
H -3.412 -1.576 -0.589
H 3.201 1.587 1.036
H 1.487 1.456 -1.861
H 1.670 -0.388 -2.291
H 3.366 0.415 -0.970
H 0.395 0.311 -1.201
H -0.980 -0.198 2.276
H -0.642 -0.796 -0.168
H -2.231 -0.730 -1.742
H -2.637 -0.364 2.103
H 2.442 -0.845 -0.118
*
```

Calculated values
SMILES = CCC.CCC
Highest occupied orbital energy = -11.237 eV
Frontier orbital gap = 12.4 eV

Atomic partial charges in e from the Löwdin method, atoms 1 to 4: -0.102 -0.122 -0.307 -0.130



The least stable of them is entry R.